Molecular formula: C16H28BN2O5S2
Method: DFT, ωB97M-V/def2-TZVPD

The highest occupied orbital energy comes out at -0.0890 Ha. For the HOMO-LUMO gap, the calculation gives 4.2 eV. Its strongest force on any atom is 5.29 eV/Å. The value obtained for the total energy is -1933.220662 Eh.

Structure (ORCA input):
```
! RIJCOSX wB97M-V def2-TZVPD def2/J DEFGRID3
* xyz -1 1
C 2.189 5.898 0.241
C 1.036 5.678 -0.868
N 0.175 4.512 -0.490
C 0.861 3.207 -0.681
O 1.701 3.127 -1.865
S 2.831 1.883 -1.716
O 3.532 1.715 -3.054
O 3.824 2.110 -0.606
C 1.853 0.287 -1.465
S 2.977 -1.074 -0.876
C 0.682 0.644 -0.385
C -0.176 -0.659 -0.063
C 0.206 -1.501 1.209
C -0.678 -2.736 1.514
N -1.814 -3.207 0.775
C -2.105 -2.443 -0.393
C -1.379 -1.180 -0.913
C -0.172 1.946 -0.777
B -1.522 2.165 0.118
O -1.517 2.445 1.528
C -2.957 2.054 -0.677
C -3.383 3.532 -1.238
H 2.952 5.046 0.251
H 2.754 6.883 0.027
H 1.692 6.027 1.279
H 0.352 6.610 -0.789
H 1.416 5.662 -1.941
H 0.057 4.610 0.540
H 1.523 3.006 0.243
H 1.308 -0.030 -2.433
H 4.128 -0.983 -1.666
H 1.255 0.912 0.586
H 1.092 -1.205 1.862
H -0.386 -3.344 2.451
H -3.012 -2.792 -1.014
H -1.691 -0.598 -1.847
H -0.497 1.877 -1.887
H -2.418 2.775 1.768
H -2.860 1.402 -1.625
H -3.782 1.616 -0.010
H -3.629 4.260 -0.393
H -2.468 3.947 -1.803
H -4.229 3.390 -1.994
C 0.943 -7.884 2.020
C 0.153 -6.571 2.180
C -0.992 -6.538 1.156
O 0.972 -5.553 1.905
H 1.375 -7.990 1.018
H 1.760 -7.949 2.747
H 0.288 -8.752 2.187
H -0.333 -6.630 3.175
H -0.630 -6.594 0.123
H -1.584 -5.624 1.257
H -1.673 -7.389 1.309
*
```

---

Molecular formula: C16H28Br12O6S3
Method: DFT, ωB97M-V/def2-TZVPD

The highest occupied orbital energy comes out at -0.2726 Ha. For the HOMO-LUMO gap, the calculation gives 6.6 eV. Its strongest force on any atom is 18.22 eV/Å. As for the relative energy (zero: lowest compared OMol25 entry of this formula, charge and spin): 4202.16 kJ/mol. The value obtained for the total energy is -33158.930158 Eh.

Structure (ORCA input):
```
! RIJCOSX wB97M-V def2-TZVPD def2/J DEFGRID3
* xyz 0 1
C -1.262 2.012 -0.482
Br -0.007 2.274 -2.017
Br -2.463 0.389 -0.465
Br -2.366 3.597 -0.103
H -0.623 1.903 0.394
C 5.419 0.370 0.337
Br 4.521 1.601 1.576
Br 4.097 -0.898 -0.539
Br 6.743 -0.727 1.375
H 5.929 0.945 -0.435
C 2.117 -2.067 2.885
Br 3.697 -1.172 2.118
Br 2.657 -3.851 3.632
Br 0.715 -2.501 1.565
H 1.663 -1.388 3.607
C 1.766 4.147 -1.134
Br 2.217 3.175 -2.820
Br 1.881 2.911 0.404
Br -0.108 5.024 -1.125
H 2.534 4.913 -1.020
C -2.825 -1.227 3.609
C -1.573 -0.823 4.430
C -0.463 -0.764 3.375
S -1.248 -0.135 1.819
O -1.119 -1.163 0.821
O -0.877 1.273 1.611
C -3.021 -0.193 2.479
H -3.792 -1.281 4.108
H -2.671 -2.158 3.064
H -1.264 -1.675 5.036
H -1.688 0.125 4.955
H 0.029 -1.730 3.259
H 0.362 -0.093 3.613
H -3.694 -0.281 1.626
H -3.162 0.791 2.926
C -2.003 0.471 -3.174
C -2.878 -0.518 -2.475
C -3.254 -1.519 -3.624
S -1.768 -1.841 -4.648
O -2.062 -1.516 -6.053
O -1.126 -3.086 -4.207
C -0.856 -0.406 -3.809
H -1.457 1.130 -2.499
H -2.601 1.027 -3.897
H -3.778 -0.117 -2.010
H -2.313 -0.994 -1.672
H -3.967 -1.065 -4.312
H -3.732 -2.460 -3.350
H -0.054 -0.048 -4.455
H -0.242 -0.850 -3.026
C 0.849 0.177 1.149
C 2.153 0.744 0.720
C 2.237 0.716 -0.856
S 1.345 -0.816 -1.351
O 2.157 -1.974 -1.007
O 0.604 -0.624 -2.559
C 0.185 -0.679 0.084
H 0.254 1.083 1.266
H 0.923 -0.393 2.076
H 2.955 0.108 1.094
H 2.297 1.730 1.163
H 3.194 0.738 -1.379
H 1.675 1.379 -1.513
H -0.279 -1.655 0.229
H -0.583 -0.068 -0.390
*
```

---

Molecular formula: C16H28Br8O6
Method: DFT, ωB97M-V/def2-TZVPD

The highest occupied orbital energy comes out at -0.3650 Ha. For the HOMO-LUMO gap, the calculation gives 10.0 eV. Its strongest force on any atom is 6.60 eV/Å. As for the relative energy (zero: lowest compared OMol25 entry of this formula, charge and spin): 275.43 kJ/mol. Its SMILES is C[C@H]1COC(=O)O1.C[C@H]1COC(=O)O1.BrCCBr.BrCCBr.BrCCBr.BrCCBr. The value obtained for the total energy is -21669.915217 Eh.

Structure (ORCA input):
```
! RIJCOSX wB97M-V def2-TZVPD def2/J DEFGRID3
* xyz 0 1
C -29.116 -1.726 -19.392
C -28.686 -0.825 -20.628
C -29.958 -0.696 -21.500
O -30.199 0.680 -21.599
C -29.280 1.388 -20.838
O -28.971 2.627 -20.795
O -28.467 0.472 -20.228
H -28.381 -1.719 -18.587
H -29.135 -2.687 -19.907
H -30.130 -1.494 -19.064
H -27.855 -1.228 -21.206
H -30.721 -1.275 -20.981
H -29.800 -1.237 -22.433
C -20.456 -8.821 -34.359
C -21.794 -7.975 -34.606
C -23.102 -8.876 -34.655
O -24.034 -8.177 -33.857
C -23.386 -7.451 -32.985
O -23.847 -6.792 -32.104
O -21.964 -7.466 -33.377
H -20.005 -9.402 -35.163
H -20.654 -9.443 -33.486
H -19.568 -8.329 -33.962
H -21.759 -7.098 -35.253
H -23.095 -9.898 -34.279
H -23.595 -8.950 -35.625
Br -17.338 -6.920 -28.016
C -19.057 -7.072 -27.025
C -19.995 -6.045 -27.584
Br -19.308 -4.159 -27.552
H -18.995 -7.099 -25.937
H -19.459 -8.068 -27.213
H -20.931 -5.960 -27.033
H -20.326 -6.302 -28.590
Br -27.539 -1.343 -27.600
C -26.482 -2.193 -26.074
C -26.478 -3.722 -26.181
Br -25.995 -4.320 -24.258
H -26.995 -2.054 -25.123
H -25.490 -1.785 -25.882
H -25.596 -4.015 -26.751
H -27.393 -4.184 -26.553
Br -31.237 -12.837 -30.382
C -31.529 -11.025 -29.548
C -30.305 -10.236 -29.854
Br -30.605 -8.273 -29.660
H -31.726 -11.079 -28.478
H -32.408 -10.561 -29.995
H -29.973 -10.466 -30.867
H -29.436 -10.568 -29.285
Br -24.952 8.112 -28.062
C -24.031 6.409 -27.665
C -24.825 5.602 -26.707
Br -24.130 3.831 -26.536
H -23.036 6.594 -27.259
H -23.876 5.963 -28.648
H -25.896 5.550 -26.905
H -24.732 6.099 -25.741
*
```